--- one ---
ORCA calculation (ωB97M-V/def2-TZVPD) on one molecule with the formula C5H4.

XYZ file:
```
9
C5H4 | the Open Molecules 2025 dataset | ωB97M-V/def2-TZVPD
C -0.6018 -0.8227 -0.4281
C -0.4313 0.8046 -0.0365
C 0.5451 -0.1860 -0.0144
C 2.0143 0.0804 0.0500
C -1.7257 -0.0741 0.1000
H 2.1953 0.8404 -0.7300
H 2.6015 -0.7664 0.3475
H -2.6018 0.1024 -0.4596
H -1.9955 0.0213 1.1711
```

* SMILES: C=C1C2=C1C2
* net charge: 0
* HOMO-LUMO gap (spin up / spin down): 8.82 / 6.78 eV
* HOMO energy (spin up / spin down): -9.0124 / -7.6504 eV

--- two ---
ORCA calculation (ωB97M-V/def2-TZVPD) on one molecule with the formula C5H4.

XYZ file:
```
9
C5H4 | the Open Molecules 2025 dataset | ωB97M-V/def2-TZVPD
C 0.4828 -0.7603 0.1458
C 0.6666 0.9221 0.2298
C -0.4999 0.2170 -0.0475
C -2.0593 0.0412 0.0662
C 1.7675 -0.0594 -0.0170
H -2.6500 0.8988 -0.1781
H -2.4275 -0.9553 0.0359
H 2.5077 -0.1805 0.7710
H 2.2121 -0.1237 -1.0062
```

* SMILES: C=C1C2=C1C2
* net charge: 0
* HOMO-LUMO gap (spin up / spin down): 9.11 / 6.15 eV
* HOMO energy (spin up / spin down): -8.9036 / -7.2091 eV

The structure shown above that is most stable: two.